(1)
A structure of composition C34H84F9O17Y at a distorted geometry, computed with the ωB97M-V functional and the def2-TZVPD basis.

Cartesian coordinates (Å):
H1 -25.837 -20.489 -12.712
H2 -23.263 -16.315 -11.172
Y1 -28.688 -17.373 -18.630
C1 -24.691 -12.427 -14.108
H3 -23.620 -13.561 -20.475
H4 -21.463 -18.666 -17.978
C2 -24.481 -17.909 -16.293
H5 -27.169 -13.654 -20.371
O1 -25.361 -16.409 -20.275
H6 -24.496 -22.341 -15.920
C3 -24.565 -23.603 -19.021
H7 -21.349 -17.209 -20.096
H8 -23.146 -22.001 -14.813
C4 -31.491 -14.908 -18.233
H9 -28.698 -12.070 -13.518
O2 -24.719 -24.076 -17.735
C5 -27.770 -21.062 -15.458
O3 -27.659 -16.425 -16.748
O4 -27.795 -9.994 -16.059
H10 -25.303 -13.852 -20.931
H11 -26.827 -10.598 -14.390
C6 -27.420 -14.811 -11.060
H12 -29.948 -14.638 -14.770
H13 -31.316 -15.760 -14.160
C7 -24.264 -22.092 -19.038
F1 -27.000 -14.744 -14.318
H14 -31.171 -14.050 -13.768
O5 -25.897 -17.727 -16.148
O6 -25.722 -19.295 -10.349
H15 -24.183 -24.872 -15.074
C8 -24.683 -18.479 -21.429
H16 -26.205 -18.699 -9.772
C9 -20.663 -18.037 -19.918
C10 -28.860 -15.190 -11.424
O7 -27.622 -15.442 -19.489
H17 -28.859 -14.024 -20.237
H18 -24.703 -18.036 -19.323
H19 -31.558 -13.274 -15.951
H20 -24.649 -22.549 -14.162
H21 -32.786 -14.386 -15.777
H22 -25.672 -12.553 -14.567
H23 -24.047 -15.764 -21.777
F2 -25.260 -18.059 -22.542
H24 -26.658 -15.388 -11.584
C11 -25.365 -17.836 -20.165
H25 -21.198 -16.772 -12.628
H26 -29.645 -14.701 -9.801
H27 -27.038 -10.403 -16.486
F3 -27.337 -16.760 -13.710
H28 -24.187 -21.734 -20.065
H29 -22.408 -16.353 -13.735
H30 -25.802 -15.672 -16.366
O8 -31.238 -15.256 -16.900
H31 -21.860 -19.714 -19.370
C12 -24.462 -14.242 -20.357
C13 -31.700 -14.351 -15.864
C14 -28.616 -11.785 -14.566
H32 -23.279 -15.955 -20.164
H33 -24.460 -11.363 -14.142
C15 -26.491 -16.406 -15.948
F4 -25.354 -15.917 -13.878
H34 -23.801 -14.318 -14.604
H35 -22.197 -15.107 -10.879
H36 -24.159 -19.830 -12.522
C16 -21.818 -15.925 -12.924
H37 -21.676 -16.571 -17.131
H38 -20.205 -20.759 -18.238
F5 -24.744 -19.824 -21.461
C17 -21.076 -19.135 -18.882
H39 -20.622 -15.071 -18.752
C18 -24.192 -15.692 -20.699
C19 -27.913 -14.081 -19.698
C20 -27.868 -13.389 -18.312
H40 -25.466 -23.814 -19.596
O9 -23.798 -13.076 -16.247
H41 -20.249 -15.048 -13.721
H42 -23.016 -13.399 -16.701
H43 -23.864 -24.247 -17.335
H44 -31.001 -13.950 -18.406
H45 -28.100 -12.339 -18.490
F6 -33.668 -13.771 -18.083
H46 -24.128 -17.357 -17.164
C21 -25.671 -18.640 -11.578
H47 -25.016 -17.779 -11.442
H48 -26.464 -20.952 -17.207
O10 -29.705 -14.332 -10.685
C22 -31.004 -14.791 -14.550
H49 -20.022 -14.536 -17.193
C23 -23.982 -22.669 -15.016
C24 -23.657 -13.261 -14.826
H50 -22.623 -13.030 -14.569
C25 -27.511 -20.770 -16.963
F7 -33.712 -15.857 -18.074
H51 -27.318 -14.996 -9.990
H52 -28.080 -12.593 -15.063
H53 -24.597 -19.967 -15.632
H54 -28.584 -13.746 -17.570
H55 -25.302 -19.141 -13.627
H56 -22.976 -24.158 -14.004
H57 -26.697 -15.566 -19.716
H58 -20.404 -18.544 -20.848
H59 -19.810 -17.500 -19.503
C26 -21.946 -15.516 -17.104
O11 -21.507 -13.362 -18.034
H60 -28.359 -9.672 -14.080
H61 -25.021 -21.519 -18.504
C27 -25.217 -19.596 -12.640
H62 -27.392 -22.077 -15.330
H63 -24.758 -12.768 -13.075
C28 -22.735 -15.537 -11.724
C29 -23.462 -24.061 -14.975
H64 -20.861 -12.866 -18.543
H65 -26.915 -13.381 -17.782
H66 -22.930 -15.467 -17.571
H67 -29.104 -16.217 -11.149
O12 -22.464 -24.127 -15.955
H68 -28.843 -21.073 -15.270
H69 -24.666 -19.848 -17.320
H70 -27.266 -13.752 -11.267
C30 -27.855 -10.413 -14.701
H71 -24.799 -14.131 -19.327
H72 -22.013 -15.215 -16.059
C31 -20.925 -14.653 -17.792
H73 -27.202 -18.926 -16.739
H74 -26.669 -18.276 -11.822
H75 -23.775 -24.224 -19.443
O13 -30.616 -15.788 -18.891
C32 -33.056 -14.831 -18.549
H76 -23.288 -21.893 -18.595
O14 -27.847 -19.410 -17.259
O15 -19.958 -19.881 -18.538
H77 -21.615 -24.264 -15.529
H78 -23.108 -19.538 -16.477
C33 -26.532 -15.989 -14.464
H79 -29.651 -11.687 -14.896
H80 -23.910 -17.608 -15.414
H81 -29.030 -15.056 -12.493
H82 -23.452 -14.748 -11.953
H83 -27.220 -20.438 -14.753
O16 -20.955 -14.809 -13.116
F8 -33.274 -14.836 -19.860
C34 -24.187 -19.385 -16.457
O17 -26.672 -18.180 -19.766
H84 -28.040 -21.463 -17.617
F9 -23.363 -18.193 -21.595

## Properties
E_HOMO = -9.015 eV
largest force on an atom = 3.9 eV Å⁻¹
2S+1 = 1
total charge = 0

***

(2)
A structure of composition C9H4AlClF4IN2S at a distorted geometry, computed with the ωB97M-V functional and the def2-TZVPD basis.

Cartesian coordinates (Å):
H1 -0.251 -2.013 -2.783
C1 2.229 -0.891 -1.506
F1 2.914 3.058 5.495
H2 1.618 1.022 -2.029
N1 -3.827 -1.198 -0.324
C2 -0.087 -0.247 -1.646
C3 -0.715 -1.339 -2.081
F2 0.659 1.447 5.398
N2 -2.739 -2.710 -1.934
F3 0.877 3.631 3.699
C4 1.313 -0.003 -2.186
C5 -2.008 -1.659 -1.616
H3 3.336 -2.382 -0.264
C6 -1.947 0.373 -0.243
F4 2.478 1.413 3.305
H4 1.302 -0.249 -3.241
C7 2.947 -1.648 -0.916
I1 0.358 2.302 -0.014
Al1 1.733 2.386 4.481
C8 -2.615 -0.778 -0.688
S1 -4.121 -2.554 -1.085
Cl1 -2.750 1.406 0.869
C9 -0.705 0.635 -0.691

## Properties
E_HOMO = -6.732 eV
energy above the lowest of the compared OMol25 structures with the same formula, charge and spin = 0.0 kJ/mol
largest force on an atom = 1.5 eV Å⁻¹
2S+1 = 1
total charge = -1

***

Respective lowest unoccupied orbital energy values: -0.67, 1.09 eV.